A structure of composition C36H96F6O18Y in a non-equilibrium geometry, computed with ωB97M-V/def2-TZVPD.

Cartesian coordinates (Å):
Y 5.316 -11.098 -12.911
C 7.168 -9.909 -10.153
O 7.869 -11.116 -10.455
O 6.017 -9.993 -10.952
C 7.032 -9.583 -8.630
F 6.300 -10.471 -7.928
F 8.233 -9.456 -8.004
F 6.406 -8.460 -8.355
C 9.296 -11.216 -10.182
C 9.593 -12.632 -10.514
H 8.950 -13.319 -9.964
H 9.635 -12.807 -11.589
H 10.582 -12.853 -10.114
H 9.668 -11.016 -9.178
H 9.819 -10.594 -10.909
H 7.886 -9.159 -10.487
C 8.521 -12.127 -14.545
O 8.712 -13.474 -14.042
O 7.525 -11.509 -13.754
C 9.906 -11.349 -14.687
F 10.560 -11.479 -13.530
F 10.726 -11.951 -15.599
F 9.782 -10.026 -14.840
C 9.233 -14.434 -14.993
C 9.249 -15.797 -14.249
H 10.076 -15.893 -13.545
H 8.374 -15.852 -13.602
H 9.246 -16.595 -14.992
H 10.273 -14.228 -15.246
H 8.677 -14.564 -15.921
H 8.138 -12.187 -15.563
C 10.102 -7.300 -13.372
C 8.765 -7.735 -12.965
O 7.844 -7.299 -13.886
H 10.837 -7.510 -12.595
H 10.137 -6.235 -13.603
H 10.459 -7.812 -14.265
H 8.461 -7.317 -12.006
H 8.718 -8.799 -12.731
H 7.979 -6.351 -13.947
C 6.285 -9.200 -16.270
C 5.332 -8.607 -15.232
O 5.825 -9.049 -13.968
H 7.319 -8.974 -16.008
H 6.055 -8.818 -17.265
H 6.164 -10.283 -16.240
H 4.342 -8.940 -15.543
H 5.388 -7.524 -15.345
H 6.602 -8.516 -13.779
C 9.315 -17.853 -18.025
C 8.192 -18.118 -19.036
O 6.932 -17.928 -18.410
H 10.257 -18.069 -18.529
H 9.281 -18.544 -17.182
H 9.357 -16.820 -17.680
H 8.265 -19.149 -19.382
H 8.330 -17.437 -19.876
H 6.765 -16.983 -18.418
C 13.434 -9.834 -15.802
C 13.253 -8.831 -14.734
O 14.519 -8.335 -14.368
H 14.099 -9.589 -16.630
H 12.487 -10.224 -16.178
H 13.963 -10.692 -15.386
H 12.745 -9.289 -13.885
H 12.635 -8.037 -15.152
H 14.927 -9.017 -13.829
C 5.805 -14.822 -13.168
C 6.392 -14.466 -11.833
O 6.299 -13.072 -11.606
H 4.782 -14.461 -13.280
H 5.875 -15.895 -13.344
H 6.399 -14.320 -13.932
H 7.438 -14.768 -11.796
H 5.891 -14.976 -11.010
H 7.058 -12.783 -11.095
C 13.075 -11.111 -10.909
C 12.781 -9.754 -10.260
O 13.839 -9.404 -9.392
H 12.910 -11.844 -10.119
H 14.140 -11.147 -11.137
H 12.421 -11.288 -11.763
H 11.823 -9.954 -9.780
H 12.552 -8.904 -10.903
H 13.585 -8.754 -8.733
C 7.863 -19.186 -13.494
C 8.228 -20.283 -12.425
O 7.191 -20.341 -11.472
H 8.601 -19.013 -14.277
H 7.589 -18.207 -13.100
H 6.919 -19.414 -13.990
H 9.171 -20.122 -11.903
H 8.322 -21.310 -12.777
H 7.367 -21.151 -10.987
C 5.617 -15.764 -16.779
C 6.174 -14.566 -17.554
O 7.134 -15.012 -18.400
H 5.113 -16.499 -17.406
H 5.000 -15.352 -15.981
H 6.425 -16.315 -16.298
H 6.565 -13.908 -16.778
H 5.385 -14.065 -18.115
H 7.380 -14.272 -18.960
C 11.807 -15.149 -17.791
C 11.996 -15.639 -19.251
O 13.110 -16.522 -19.288
H 10.830 -14.706 -17.596
H 12.511 -14.333 -17.628
H 11.935 -15.956 -17.071
H 12.137 -14.847 -19.987
H 11.109 -16.194 -19.554
H 13.114 -16.952 -20.146
C 9.759 -17.846 -9.308
C 8.939 -16.924 -10.220
O 7.810 -16.474 -9.440
H 10.196 -17.323 -8.458
H 10.576 -18.333 -9.841
H 9.144 -18.565 -8.767
H 8.540 -17.446 -11.090
H 9.468 -16.005 -10.475
H 7.149 -17.164 -9.533
C 10.805 -8.324 -17.617
C 9.607 -7.326 -17.777
O 9.732 -6.634 -18.966
H 10.593 -8.937 -16.741
H 11.678 -7.705 -17.411
H 10.921 -8.909 -18.529
H 9.433 -6.657 -16.934
H 8.669 -7.880 -17.818
H 9.800 -7.282 -19.672
C 12.519 -14.144 -12.820
C 13.256 -13.747 -14.097
O 14.555 -14.322 -13.950
H 12.982 -13.748 -11.916
H 12.502 -15.233 -12.780
H 11.508 -13.738 -12.828
H 13.386 -12.674 -14.237
H 12.741 -14.135 -14.976
H 14.972 -14.244 -14.811
C 8.847 -11.850 -18.742
C 8.706 -12.261 -20.197
O 7.739 -13.278 -20.376
H 7.881 -11.646 -18.280
H 9.440 -10.954 -18.560
H 9.274 -12.654 -18.141
H 9.631 -12.663 -20.612
H 8.464 -11.420 -20.847
H 7.598 -13.384 -21.319
C 11.746 -18.280 -14.888
C 11.399 -18.887 -13.518
O 11.482 -20.341 -13.661
H 12.739 -18.583 -15.219
H 11.829 -17.193 -14.893
H 11.032 -18.573 -15.657
H 10.410 -18.596 -13.164
H 12.113 -18.481 -12.800
H 11.358 -20.699 -12.779

Summary:
Net charge: 0
DFT total energy in eV: -93087.5295
Spin multiplicity: 2
Orbital gap (spin up / spin down) in eV: 5.434 / 9.325